1.
Formula: C2H2F4O
Source: the Open Molecules 2025 dataset
Level of theory: ωB97M-V/def2-TZVPD

Last column: natural (NBO) charge in e.
Positions of all 9 atoms, in Å:
C -1.33 0.64 0.69  0.7848
C 1.58 -0.85 -0.83  0.8796
O -0.58 -0.12 -0.08  -0.7302
F -1.32 0.36 2.03  -0.3701
F 1.97 -1.63 0.15  -0.2429
F 2.12 0.29 -0.95  -0.2347
F -1.13 1.98 0.58  -0.3738
H -2.48 0.59 0.25  0.0825
H 1.18 -1.25 -1.84  0.2048

Results
total charge = 0
frontier orbital gap (alpha / beta) = 8.4 / 6.6 eV
energy above the lowest of the compared OMol25 structures with the same formula, charge and spin = 395.2 kJ/mol



2.
Formula: C2H2FGaLiO2
Source: the Open Molecules 2025 dataset
Level of theory: ωB97M-V/def2-TZVPD

Last column: natural (NBO) charge in e.
Positions of all 9 atoms, in Å:
C 0.31 -0.64 -0.09  0.3232
C 0.90 -1.87 -0.46  0.5142
O 0.20 0.28 -0.88  -0.3434
F 1.04 1.71 0.40  -0.6153
H -2.09 -0.55 0.55  0.6063
H 1.76 -1.85 -1.15  0.2977
Li -0.81 2.06 -0.81  0.9876
Ga -0.10 1.04 1.74  2.1981
O -1.21 -0.19 0.70  -0.9681

Results
total charge = +3
frontier orbital gap (alpha / beta) = 6.5 / 5.0 eV
energy above the lowest of the compared OMol25 structures with the same formula, charge and spin = 432.7 kJ/mol



3.
Formula: C2H2FI
Source: the Open Molecules 2025 dataset
Level of theory: ωB97M-V/def2-TZVPD

Last column: natural (NBO) charge in e.
Positions of all 6 atoms, in Å:
C -0.25 -0.07 0.24  -0.5222
C -1.18 -0.19 1.28  0.2516
F -1.50 -1.36 1.69  -0.3125
I -2.13 1.37 2.31  0.1403
H 0.31 0.77 -0.11  0.2258
H 0.18 -1.03 -0.19  0.2171

Results
total charge = 0
frontier orbital gap = 9.6 eV
structure (SMILES) = C=C(F)I
energy above the lowest of the compared OMol25 structures with the same formula, charge and spin = 12.4 kJ/mol



4.
Formula: C2H2FI3O
Source: the Open Molecules 2025 dataset
Level of theory: ωB97M-V/def2-TZVPD

Last column: natural (NBO) charge in e.
Positions of all 9 atoms, in Å:
F -2.38 1.53 1.25  -0.3664
C -0.99 1.30 1.51  0.2166
I -0.07 2.56 0.13  0.1992
C -0.57 0.54 2.48  -0.4404
I -1.83 -0.51 3.83  0.1606
H 0.37 0.60 2.84  0.2350
O -0.67 -0.36 -1.24  -0.9265
I -1.03 -2.25 -1.56  0.4285
H -1.08 0.23 -1.91  0.4935

Results
total charge = 0
frontier orbital gap = 8.6 eV
structure (SMILES) = F/C(I)=C\I.OI
energy above the lowest of the compared OMol25 structures with the same formula, charge and spin = 224.3 kJ/mol



5.
Formula: C2H2FIO
Source: the Open Molecules 2025 dataset
Level of theory: ωB97M-V/def2-TZVPD

Last column: natural (NBO) charge in e.
Positions of all 7 atoms, in Å:
C -1.11 -0.17 -0.13  0.2420
C -0.31 0.80 0.51  0.3525
O -2.23 -0.05 -0.52  -0.4642
F -0.85 1.86 1.06  -0.2546
I -0.12 -1.14 2.76  -0.2316
H -0.51 -1.06 -0.35  0.1394
H 0.75 0.57 0.44  0.2165

Results
total charge = 0
frontier orbital gap (alpha / beta) = 6.6 / 6.6 eV
energy above the lowest of the compared OMol25 structures with the same formula, charge and spin = 164.4 kJ/mol



6.
Formula: C2H2FIO
Source: the Open Molecules 2025 dataset
Level of theory: ωB97M-V/def2-TZVPD

Last column: natural (NBO) charge in e.
Positions of all 7 atoms, in Å:
O 1.40 2.30 0.15  -0.4017
C 1.28 1.18 0.00  0.6353
C 1.19 -0.12 -0.08  -0.1073
F 0.16 -0.72 0.50  -0.3184
H 1.74 -0.69 -0.67  0.1933
I -3.56 -0.57 0.30  -0.1136
H -2.22 -1.39 -0.19  0.1123

Results
total charge = 0
frontier orbital gap = 9.4 eV
structure (SMILES) = O=C=CF.I
energy above the lowest of the compared OMol25 structures with the same formula, charge and spin = 130.9 kJ/mol



7.
Formula: C2H2FIO
Source: the Open Molecules 2025 dataset
Level of theory: ωB97M-V/def2-TZVPD

Last column: Löwdin spin population.
Positions of all 7 atoms, in Å:
C 1.31 -0.60 1.01  0.5383
C 0.37 -1.46 0.91  0.6559
O 2.18 0.05 1.44  0.5167
F 0.18 -2.28 -0.14  0.2332
I -2.16 2.14 -1.88  0.0030
H -1.25 3.25 -2.49  0.0000
H -0.63 -1.10 1.16  0.0528

Results
total charge = 0
spin multiplicity = 3
frontier orbital gap (alpha / beta) = 7.8 / 7.9 eV
energy above the lowest of the compared OMol25 structures with the same formula, charge and spin = 64.6 kJ/mol
<S²> = 2.01



8.
Formula: C2H2FIS
Source: the Open Molecules 2025 dataset
Level of theory: ωB97M-V/def2-TZVPD

Last column: natural (NBO) charge in e.
Positions of all 7 atoms, in Å:
C 0.09 0.85 -0.04  0.1487
C 0.05 -0.54 0.22  -0.6446
F 1.34 1.28 -0.02  -0.3187
S -0.98 1.91 -0.46  0.0965
I -1.98 -1.09 -0.29  0.1600
H 1.04 -1.36 -0.58  0.2685
H 0.44 -1.05 1.17  0.2897

Results
total charge = 0
frontier orbital gap = 7.9 eV
energy above the lowest of the compared OMol25 structures with the same formula, charge and spin = 187.8 kJ/mol



9.
Formula: C2H2FLiMgO
Source: the Open Molecules 2025 dataset
Level of theory: ωB97M-V/def2-TZVPD

Last column: natural (NBO) charge in e.
Positions of all 8 atoms, in Å:
H 1.89 0.92 0.25  0.5531
C -0.74 -0.03 -1.07  0.0367
C 0.37 0.70 -0.99  -0.2975
O 0.98 0.59 0.28  -0.9121
Li 0.80 2.14 -2.42  0.9568
Mg 0.09 -0.56 1.61  1.9129
F -1.14 -0.81 0.10  -0.5022
H -1.50 -0.12 -1.84  0.2522

Results
total charge = +2
frontier orbital gap = 6.7 eV
energy above the lowest of the compared OMol25 structures with the same formula, charge and spin = 0.0 kJ/mol



10.
Formula: C2H2FN
Source: the Open Molecules 2025 dataset
Level of theory: ωB97M-V/def2-TZVPD

Last column: natural (NBO) charge in e.
Positions of all 6 atoms, in Å:
C -0.96 -0.24 0.62  -0.4525
C 0.02 -0.10 -0.23  0.3093
N 1.23 0.29 -0.60  -0.0765
F 2.05 -0.21 0.39  -0.2464
H -1.44 -1.00 1.04  0.2350
H -1.05 0.68 0.84  0.2312

Results
total charge = 0
frontier orbital gap = 10.9 eV
structure (SMILES) = C=C=NF
energy above the lowest of the compared OMol25 structures with the same formula, charge and spin = 417.3 kJ/mol



11.
Formula: C2H2FN
Source: the Open Molecules 2025 dataset
Level of theory: ωB97M-V/def2-TZVPD

Last column: natural (NBO) charge in e.
Positions of all 6 atoms, in Å:
F -1.57 -0.45 0.15  -0.3439
C -0.38 -0.23 -0.45  0.2384
C 0.73 0.18 0.48  -0.0061
N 0.19 1.22 -0.17  -0.2989
H -0.35 -0.75 -1.40  0.1820
H 1.38 0.03 1.38  0.2285

Results
total charge = 0
frontier orbital gap = 11.1 eV
structure (SMILES) = F[C@@H]1C=N1
energy above the lowest of the compared OMol25 structures with the same formula, charge and spin = 165.3 kJ/mol



12.
Formula: C2H2FN3O
Source: the Open Molecules 2025 dataset
Level of theory: ωB97M-V/def2-TZVPD

Last column: natural (NBO) charge in e.
Positions of all 9 atoms, in Å:
C 0.87 0.58 -0.96  0.4681
C 0.42 0.37 1.03  0.6506
N -0.09 -0.06 -1.44  -0.3393
N -0.63 -0.36 0.80  -0.5049
N -1.07 -0.37 -0.58  -0.2388
O 1.15 0.80 1.89  -0.5550
F 1.90 1.10 -1.52  -0.2777
H -1.05 -0.87 1.56  0.4291
H -1.51 -1.20 -0.78  0.3678

Results
total charge = 0
frontier orbital gap = 9.8 eV
energy above the lowest of the compared OMol25 structures with the same formula, charge and spin = 277.8 kJ/mol



13.
Formula: C2H2FN3O
Source: the Open Molecules 2025 dataset
Level of theory: ωB97M-V/def2-TZVPD

Last column: natural (NBO) charge in e.
Positions of all 9 atoms, in Å:
O 0.85 -1.45 0.59  -0.6494
C 0.24 -0.25 0.36  0.0720
N -1.12 -0.12 0.84  -0.1762
N -1.66 0.74 0.13  0.0343
N -0.89 1.23 -0.91  -0.3536
C 0.20 0.61 -0.88  0.6104
F 1.27 0.84 -1.54  -0.2550
H 0.10 -2.07 0.51  0.4853
H 1.00 0.48 0.90  0.2322

Results
total charge = 0
frontier orbital gap = 9.9 eV
structure (SMILES) = O[C@@H]1N=NN=C1F
energy above the lowest of the compared OMol25 structures with the same formula, charge and spin = 205.3 kJ/mol



14.
Formula: C2H2FN3O
Source: the Open Molecules 2025 dataset
Level of theory: ωB97M-V/def2-TZVPD

Last column: natural (NBO) charge in e.
Positions of all 9 atoms, in Å:
N 1.55 0.34 0.18  -0.7683
C 0.20 -0.06 -0.05  0.4485
O 0.03 -1.41 -0.15  -0.3659
N -1.49 -1.60 -0.06  0.1200
N -1.92 -0.47 0.22  -0.1846
C -1.02 0.51 0.30  0.2935
F -1.44 1.76 -0.19  -0.3205
H 1.87 1.19 0.01  0.3848
H 2.24 -0.27 -0.26  0.3925

Results
total charge = 0
frontier orbital gap = 9.7 eV
structure (SMILES) = Nc1onnc1F
energy above the lowest of the compared OMol25 structures with the same formula, charge and spin = 213.1 kJ/mol



15.
Formula: C2H2FNO2
Source: the Open Molecules 2025 dataset
Level of theory: ωB97M-V/def2-TZVPD

Last column: natural (NBO) charge in e.
Positions of all 8 atoms, in Å:
C -2.52 0.79 0.03  0.4851
C 1.18 0.91 0.08  0.3812
N 1.78 -0.10 0.51  -0.1444
O -3.52 0.57 0.50  -0.4779
O 1.15 -1.29 0.51  -0.5159
F 1.80 2.07 0.07  -0.3085
H 0.23 -1.22 0.16  0.4432
H 0.15 0.97 -0.29  0.1372

Results
total charge = 0
frontier orbital gap = 10.7 eV
energy above the lowest of the compared OMol25 structures with the same formula, charge and spin = 278.9 kJ/mol



16.
Formula: C2H2FO2Sm
Source: the Open Molecules 2025 dataset
Level of theory: ωB97M-V/def2-TZVPD

Last column: Löwdin spin population.
Positions of all 8 atoms, in Å:
H 2.24 -0.37 -0.27  -0.0007
O 0.41 -0.37 1.00  -0.0193
C 1.14 -0.80 0.04  -0.0011
C 0.84 -0.19 -1.33  0.0004
O -0.07 0.66 -1.39  -0.0107
F 1.15 -2.20 -0.15  -0.0005
H 1.14 -0.75 -2.23  -0.0004
Sm -1.39 1.14 0.67  6.0323

Results
total charge = +1
spin multiplicity = 7
frontier orbital gap (alpha / beta) = 7.6 / 7.7 eV
energy above the lowest of the compared OMol25 structures with the same formula, charge and spin = 0.0 kJ/mol
<S²> = 12.01



17.
Formula: C2H2FO4
Source: the Open Molecules 2025 dataset
Level of theory: ωB97M-V/def2-TZVPD

Last column: natural (NBO) charge in e.
Positions of all 9 atoms, in Å:
C -2.17 0.40 -0.27  1.0535
C 0.85 1.32 0.30  0.3714
O -2.80 0.11 0.66  -0.5986
O -1.94 1.12 -1.20  -0.6361
O 0.13 0.73 1.20  -0.7235
O 0.85 0.79 -0.90  -0.7115
F -0.99 -1.05 -0.48  -0.7483
H -0.21 -0.20 0.80  0.4924
H 0.43 -0.06 -1.00  0.5008

Results
total charge = -1
frontier orbital gap = 8.6 eV
energy above the lowest of the compared OMol25 structures with the same formula, charge and spin = 189.8 kJ/mol



18.
Formula: C2H2FOTb
Source: the Open Molecules 2025 dataset
Level of theory: ωB97M-V/def2-TZVPD

Last column: Löwdin spin population.
Positions of all 7 atoms, in Å:
C 0.00 -0.22 0.74  -0.4325
C 0.45 0.53 -0.41  -0.0622
F 0.92 -1.00 1.36  -0.1461
O -0.37 -0.77 -0.57  -0.0661
H 1.51 0.48 -0.66  -0.0052
H -0.02 1.39 -0.90  0.0007
Tb -2.49 -0.41 0.44  6.7114

Results
total charge = +2
spin multiplicity = 7
frontier orbital gap (alpha / beta) = 7.7 / 9.2 eV
energy above the lowest of the compared OMol25 structures with the same formula, charge and spin = 11.2 kJ/mol
<S²> = 12.90



19.
Formula: C2H2FOY
Source: the Open Molecules 2025 dataset
Level of theory: ωB97M-V/def2-TZVPD

Last column: natural (NBO) charge in e.
Positions of all 7 atoms, in Å:
C 0.17 -0.74 -0.13  0.6845
C 1.28 -1.41 -0.39  0.0728
O -0.70 0.03 0.04  -0.7645
H 1.19 -1.75 -1.46  0.2801
F 1.83 -2.21 0.51  -0.2306
Y -1.63 2.16 0.62  2.5224
H -2.15 3.92 0.82  -0.5647

Results
total charge = +2
frontier orbital gap = 6.6 eV
energy above the lowest of the compared OMol25 structures with the same formula, charge and spin = 267.2 kJ/mol



20.
Formula: C2H2FP
Source: the Open Molecules 2025 dataset
Level of theory: ωB97M-V/def2-TZVPD

Last column: Löwdin spin population.
Positions of all 6 atoms, in Å:
C 0.51 -0.08 0.58  0.1746
C 0.38 0.56 -0.56  0.1746
F 3.07 -0.99 -0.25  0.8400
P 1.90 1.07 0.19  0.8023
H 0.04 -0.77 1.38  0.0040
H -0.03 0.55 -1.56  0.0044

Results
total charge = 0
spin multiplicity = 3
frontier orbital gap (alpha / beta) = 7.7 / 6.3 eV
energy above the lowest of the compared OMol25 structures with the same formula, charge and spin = 139.5 kJ/mol
<S²> = 2.01



What DFT total energy values result from the calculations? In sequence: -15019.7290; -61454.6974; -12923.0191; -31170.6386; -14969.2829; -14969.6298; -14967.0044; -23756.9081; -12502.7038; -6308.6703; -6311.2812; -11337.6589; -11338.4098; -11338.3296; -10406.2920; -26814.8200; -13014.8991; -29282.2672; -7890.4154; -14105.8096 eV.